Entry from OMol25: a cluster of 14 separate species, C56H134N10O22 in total (wB97M-V/def2-TZVPD).

Properties
- orbital gap (eV) = 9.27
- E_tot (Eh) = -4416.7308

Element x y z (Å)
C 15.38685 14.55527 11.35589
C 15.96039 15.08702 12.57965
C 15.30065 16.27006 13.24734
O 14.98625 15.81836 14.59275
C 15.27728 14.50440 14.73412
O 15.18215 13.91771 15.74390
O 15.79087 13.96794 13.59838
H 15.53689 15.26474 10.50793
H 14.30807 14.30703 11.50013
H 15.80166 13.56144 11.03923
H 17.05585 15.25958 12.51152
H 14.33946 16.59225 12.87019
H 16.01395 17.12950 13.30336
C 11.97180 17.22638 19.67178
C 12.06442 17.28647 18.16688
C 12.98435 16.24918 17.46468
O 12.08800 15.58576 16.59249
C 10.75385 15.97656 16.86724
O 9.80787 15.51274 16.34227
O 10.73950 16.92452 17.74146
H 11.67318 16.22371 19.96930
H 11.29442 17.98574 20.06694
H 12.91525 17.46212 20.19372
H 12.20819 18.30010 17.71568
H 13.43345 15.47720 18.15819
H 13.74983 16.75604 16.90335
C 23.85044 18.34406 13.75139
C 23.23398 18.69866 15.04812
C 23.92984 19.72872 15.87994
O 22.88797 20.50257 16.44174
C 21.79605 20.26611 15.74307
O 20.76382 20.89581 15.89934
O 21.94346 19.24284 14.83334
H 23.86606 19.26339 13.17038
H 23.29443 17.59716 13.17794
H 24.89311 18.00763 13.83997
H 23.14153 17.76308 15.58781
H 24.51492 20.36889 15.19288
H 24.57064 19.39943 16.69975
C 17.25871 16.22621 20.52497
C 15.96131 15.75446 19.90792
C 16.09866 14.48279 19.06013
O 15.34829 13.51695 19.73334
C 14.68270 14.09397 20.71248
O 13.95063 13.47956 21.45165
O 14.97774 15.43322 20.82418
H 17.89518 16.52275 19.70657
H 17.68199 15.44612 21.21012
H 17.11193 17.12110 21.09389
H 15.46114 16.58725 19.37940
H 17.11321 14.14270 19.15723
H 15.76521 14.66637 18.05267
C 22.49367 14.42059 14.58666
C 23.85390 13.76192 14.41596
C 24.68406 14.01896 15.69686
O 24.70995 15.41827 15.96193
C 25.77786 15.67033 16.85316
N 23.68704 12.31864 14.23383
H 21.96897 14.02725 15.46279
H 21.87558 14.28319 13.69698
H 22.55255 15.49852 14.70172
H 24.39889 14.23343 13.57264
H 25.72993 13.76287 15.41582
H 24.35130 13.32427 16.49755
H 25.66445 16.69130 17.15970
H 26.77176 15.52927 16.49831
H 25.63590 15.07554 17.75473
H 23.23692 12.08033 13.36605
H 24.59777 11.87850 14.21925
C 20.99982 15.31514 18.60910
C 22.30580 16.11827 18.69336
C 22.16229 17.34158 19.47506
O 21.06568 18.12039 19.00515
C 20.78028 19.29553 19.81890
N 23.43979 15.42909 19.27425
H 21.00643 14.48448 17.94380
H 20.25908 16.04271 18.25400
H 20.64758 14.88328 19.59982
H 22.62780 16.34390 17.66631
H 23.10116 17.88986 19.39517
H 21.96347 17.13401 20.49912
H 21.60935 19.97381 20.02658
H 20.32970 19.00300 20.77560
H 19.99506 19.75284 19.24667
H 23.07913 15.19656 20.21886
H 23.44715 14.47500 18.94925
C 14.08072 23.60485 10.67133
C 13.32095 22.25963 10.71497
C 13.54076 21.60764 12.05104
O 14.96672 21.60598 12.32798
C 15.40087 21.13353 13.56036
N 11.93352 22.32363 10.38937
H 14.05073 23.95312 9.61377
H 15.12571 23.55845 11.04292
H 13.69962 24.38843 11.28913
H 13.82273 21.64723 9.95760
H 13.16994 20.57932 12.04766
H 12.98378 22.10543 12.92184
H 15.07132 21.75088 14.43392
H 16.46564 21.20660 13.56131
H 15.12042 20.10474 13.74411
H 11.61404 23.03950 11.02704
H 11.81791 22.88775 9.51640
C 18.28973 13.59612 16.15317
C 17.71247 12.33812 16.79626
C 17.84441 11.18638 15.78327
O 19.21088 11.14751 15.50895
C 19.63808 10.06772 14.67565
N 18.41232 12.07984 18.07952
H 18.09224 14.52732 16.69287
H 17.98249 13.70984 15.10578
H 19.38876 13.49118 16.18996
H 16.67995 12.53000 17.12280
H 17.28506 11.39397 14.82111
H 17.39780 10.24299 16.18426
H 19.24282 10.15508 13.63660
H 19.30992 9.08607 15.03477
H 20.73407 10.14480 14.69769
H 17.92724 11.37461 18.65324
H 19.36431 11.65766 18.00504
C 14.56767 19.14026 22.23498
C 14.65084 20.33950 21.30989
C 14.62956 21.58679 22.10707
O 14.30697 22.77923 21.42085
C 12.87246 22.91379 21.27993
N 15.58508 20.31824 20.18072
H 14.70839 18.16200 21.74743
H 13.53220 19.19292 22.62041
H 15.23008 19.14853 23.10402
H 13.66031 20.28756 20.88024
H 15.63626 21.78699 22.57227
H 13.82222 21.40625 22.86867
H 12.59149 23.92826 21.00185
H 12.29306 22.82460 22.16917
H 12.44158 22.19103 20.57852
H 15.48503 21.22015 19.69695
H 16.53001 20.39286 20.60136
C 17.60342 22.01070 8.78457
C 18.11210 23.15487 9.73554
C 18.33180 22.70466 11.16316
O 19.36614 21.73193 11.23082
C 19.73667 21.47387 12.58224
N 19.36019 23.82529 9.24589
H 16.73863 21.62246 9.24494
H 18.29077 21.17251 8.75732
H 17.36194 22.28242 7.74531
H 17.32018 23.86890 9.62210
H 17.37768 22.28438 11.41892
H 18.52219 23.58098 11.79725
H 18.89754 21.21955 13.24276
H 20.20997 22.34659 13.00727
H 20.45314 20.63658 12.42576
H 19.17980 24.16193 8.31302
H 20.09073 23.13758 9.08157
C 16.36762 19.62840 16.66676
C 17.29939 18.51624 16.95153
C 18.27312 18.29537 15.81140
O 18.71571 16.96828 15.93675
C 20.02220 16.73319 15.52270
N 18.11623 18.81762 18.15294
H 15.82081 19.85847 17.56606
H 15.69287 19.22195 15.90689
H 16.88494 20.49217 16.25782
H 16.67693 17.63403 17.04568
H 19.10520 18.96486 15.84944
H 17.83369 18.40313 14.77677
H 20.09411 15.65030 15.55821
H 20.82460 17.17888 16.23213
H 20.13323 17.12857 14.54715
H 18.67795 18.02864 18.37311
H 17.54827 19.08081 18.92690
C 17.80541 23.42204 15.95664
C 17.83399 23.33013 17.52542
C 16.42516 23.52858 18.04546
O 15.99939 24.84552 17.87547
C 14.66959 24.94914 18.33042
N 18.40312 22.03993 18.09863
H 17.56596 24.45317 15.71076
H 16.97770 22.91418 15.45747
H 18.76828 23.28771 15.45491
H 18.49250 24.15388 17.87183
H 16.37055 23.14106 19.06279
H 15.74022 22.90722 17.47470
H 14.58627 24.92959 19.43068
H 14.11939 24.08185 17.92447
H 14.28583 25.85318 17.90492
H 17.97957 21.25502 17.61773
H 19.40582 21.93368 18.01820
C 9.88877 20.85752 21.23720
C 9.72252 21.43964 19.82934
C 10.33058 20.58102 18.76918
O 11.75608 20.55206 18.83938
C 12.40100 21.52035 18.04240
N 8.31586 21.73653 19.56797
H 9.53086 21.54373 22.02143
H 10.92178 20.61745 21.42805
H 9.36977 19.88388 21.32604
H 10.23843 22.41120 19.94003
H 9.93847 20.78198 17.77964
H 10.04157 19.50198 18.90302
H 11.75445 21.82440 17.22828
H 13.25438 21.02378 17.61830
H 12.67773 22.39066 18.62008
H 8.35411 22.46766 18.87730
H 7.91347 22.10016 20.41080
C 19.34753 17.80904 12.02407
C 18.86682 18.10599 10.57759
C 17.49254 18.81611 10.50044
O 16.47947 18.04279 11.03556
C 15.24870 18.54866 10.59932
N 19.80039 18.95913 9.83652
H 18.62110 17.16892 12.49438
H 19.39479 18.74011 12.52430
H 20.32588 17.30209 12.03018
H 18.72902 17.17275 10.01611
H 17.35455 19.03506 9.44088
H 17.55589 19.81805 10.96910
H 14.47447 17.96151 11.09892
H 15.18124 18.46144 9.49072
H 15.05385 19.61045 10.91867
H 19.64378 19.93054 10.01526
H 19.84154 18.82672 8.83129